(1)
{
  "formula": "C22H35ClCuO2P2",
  "method": "ωB97M-V/def2-TZVPD",
  "elements": ["P", "P", "C", "C", "H", "H", "H", "H", "C", "H", "H", "H", "C", "H", "H", "H", "C", "H", "H", "H", "C", "H", "H", "H", "Cu", "C", "C", "C", "C", "C", "C", "C", "C", "C", "H", "H", "H", "H", "H", "H", "H", "H", "H", "H", "H", "H", "H", "H", "H", "Cl", "C", "C", "C", "C", "C", "C", "C", "O", "O", "H", "H", "H", "H"],
  "positions_angstrom": [[0.70, -2.51, -1.65], [-0.04, 2.83, -1.86], [-0.42, -1.02, -2.13], [0.38, 0.17, -2.24], [-0.92, -0.73, -1.27], [-1.22, -1.32, -2.78], [0.90, 0.19, -1.23], [0.87, 0.37, -3.16], [-1.24, 3.75, -2.96], [-1.70, 4.46, -2.26], [-2.05, 3.11, -3.34], [-0.81, 4.30, -3.81], [1.56, 3.36, -2.70], [1.53, 4.08, -3.53], [2.23, 2.55, -3.01], [2.12, 3.90, -1.94], [-0.13, -3.99, -2.17], [0.27, -4.80, -1.56], [0.12, -4.15, -3.23], [-1.20, -3.84, -2.04], [2.43, -2.48, -2.20], [2.98, -1.56, -1.93], [2.47, -2.67, -3.29], [2.94, -3.32, -1.70], [-1.23, 1.07, -3.75], [-0.06, 1.82, -5.16], [-1.39, 1.99, -5.46], [-2.26, 1.19, -6.40], [-1.68, -0.22, -6.64], [-1.23, -0.73, -5.29], [0.10, -0.86, -4.95], [1.29, -0.22, -5.68], [0.94, 1.22, -6.15], [0.50, -2.19, 0.13], [0.35, 2.45, -4.35], [-1.76, 3.03, -5.37], [-2.50, 1.79, -7.31], [-3.24, 1.06, -5.91], [-2.45, -0.87, -7.09], [-0.86, -0.21, -7.38], [-1.93, -1.39, -4.74], [0.38, -1.77, -4.36], [1.58, -0.89, -6.55], [2.21, -0.20, -5.04], [1.87, 1.84, -6.21], [0.57, 1.25, -7.21], [1.10, -1.32, 0.42], [0.68, -3.05, 0.80], [-0.51, -1.84, 0.35], [-0.11, 2.46, 6.53], [-0.25, 2.18, 4.82], [-1.48, 1.78, 4.32], [-1.59, 1.49, 2.96], [-0.45, 1.53, 2.14], [0.79, 1.89, 2.66], [0.90, 2.20, 4.01], [-0.55, 1.28, 0.64], [-1.65, 1.14, 0.09], [0.65, 1.24, 0.13], [-2.34, 1.65, 4.97], [-2.54, 1.24, 2.49], [1.68, 1.96, 2.03], [1.86, 2.42, 4.48]],
  "relative_energy_kcal_mol": 69.2,
  "s_squared": 0.764,
  "lumo_energy_ev": [-0.17, -0.09],
  "e_tot_ev": -103207.381,
  "spin_multiplicity": 2
}

(2)
{
  "formula": "C22H35ClOPtS3Si",
  "method": "ωB97M-V/def2-TZVPD",
  "elements": ["Pt", "C", "C", "S", "C", "C", "S", "C", "C", "S", "H", "H", "H", "H", "H", "H", "H", "H", "H", "H", "H", "H", "C", "C", "C", "C", "C", "C", "C", "O", "C", "C", "C", "H", "H", "H", "H", "H", "H", "H", "H", "H", "H", "H", "H", "C", "Si", "C", "C", "C", "C", "H", "H", "H", "H", "H", "H", "H", "H", "H", "Cl", "C", "H", "H"],
  "positions_angstrom": [[-1.11, -0.70, -1.39], [-2.63, -3.19, -3.39], [-3.48, -1.96, -3.58], [-2.95, -0.36, -2.86], [-2.11, 0.55, -4.15], [-0.88, -0.17, -4.70], [0.35, -0.49, -3.43], [1.10, -2.09, -3.81], [0.20, -3.32, -3.55], [-1.26, -3.40, -4.63], [-3.24, -4.11, -3.56], [-2.26, -3.17, -2.36], [-4.41, -2.10, -3.00], [-3.66, -1.76, -4.64], [-1.81, 1.56, -3.77], [-2.91, 0.65, -4.88], [-0.32, 0.45, -5.42], [-1.23, -1.14, -5.16], [2.00, -2.16, -3.17], [1.42, -2.06, -4.86], [-0.11, -3.33, -2.50], [0.79, -4.23, -3.77], [6.59, 2.37, 2.96], [5.26, 1.96, 2.34], [5.16, 1.25, 1.17], [3.94, 0.94, 0.52], [3.98, 0.22, -0.80], [2.74, 1.35, 1.18], [1.48, 1.14, 0.52], [1.25, 0.89, -0.66], [2.82, 2.05, 2.46], [1.61, 2.34, 3.31], [4.05, 2.32, 2.96], [7.43, 1.78, 2.51], [6.57, 2.13, 4.04], [6.73, 3.46, 2.83], [6.12, 0.93, 0.78], [5.00, -0.11, -1.04], [3.60, 0.89, -1.59], [3.29, -0.63, -0.71], [0.60, 1.22, 1.15], [1.07, 3.22, 2.93], [1.92, 2.56, 4.35], [0.91, 1.49, 3.29], [4.16, 2.84, 3.90], [-3.92, 2.42, 2.85], [-3.61, 0.59, 2.70], [-5.24, -0.27, 2.39], [-2.78, -0.09, 4.26], [-2.75, 0.39, 1.04], [-2.11, 0.02, 0.07], [-4.42, 2.59, 3.84], [-4.62, 2.75, 2.07], [-3.03, 3.08, 2.82], [-5.93, -0.08, 3.27], [-5.17, -1.39, 2.27], [-5.77, 0.11, 1.49], [-3.59, -0.03, 5.05], [-1.94, 0.54, 4.60], [-2.36, -1.11, 4.22], [0.16, -1.80, 1.62], [-0.30, -2.19, -0.06], [-1.05, -2.95, 0.10], [0.65, -2.63, -0.45]],
  "relative_energy_kcal_mol": 0.0,
  "s_squared": 2.041,
  "lumo_energy_ev": [0.03, -2.07],
  "e_tot_ev": -81576.938,
  "spin_multiplicity": 3
}

(3)
{
  "formula": "C22H35FO14S",
  "method": "ωB97M-V/def2-TZVPD",
  "elements": ["O", "S", "O", "F", "O", "C", "C", "O", "H", "H", "H", "H", "H", "O", "C", "O", "C", "C", "C", "H", "H", "H", "H", "H", "H", "O", "C", "O", "C", "C", "C", "H", "H", "H", "H", "H", "H", "O", "C", "O", "C", "C", "C", "H", "H", "H", "H", "H", "H", "O", "C", "O", "C", "C", "C", "H", "H", "H", "H", "H", "H", "O", "C", "O", "C", "C", "C", "H", "H", "H", "H", "H", "H"],
  "positions_angstrom": [[-4.25, 0.63, -3.82], [-4.31, 1.98, -4.27], [-4.66, 1.98, -5.97], [-3.51, 1.36, -6.50], [-5.78, 2.54, -3.93], [-6.68, 3.20, -4.84], [-7.74, 2.23, -5.41], [-7.27, 0.91, -5.31], [-7.17, 3.96, -4.23], [-6.13, 3.71, -5.63], [-8.68, 2.36, -4.85], [-7.92, 2.52, -6.45], [-7.95, 0.32, -5.65], [-3.23, 2.55, -0.86], [-3.14, 1.52, -0.24], [-3.20, 1.49, 1.10], [-2.95, 0.15, 1.58], [-3.31, -0.76, 0.41], [-2.94, 0.12, -0.78], [-1.90, 0.07, 1.86], [-3.57, -0.01, 2.46], [-2.78, -1.71, 0.46], [-4.38, -0.96, 0.41], [-1.89, 0.02, -1.05], [-3.54, -0.02, -1.67], [-1.01, -2.44, 2.04], [0.06, -2.09, 2.46], [0.35, -0.79, 2.64], [1.73, -0.64, 3.04], [2.12, -1.98, 3.64], [1.25, -2.94, 2.83], [2.31, -0.40, 2.14], [1.80, 0.19, 3.74], [3.19, -2.17, 3.55], [1.86, -2.00, 4.69], [1.74, -3.25, 1.90], [0.93, -3.83, 3.37], [2.96, 0.30, 5.91], [3.20, 1.46, 6.09], [4.36, 2.03, 5.69], [4.42, 3.40, 6.12], [2.97, 3.82, 6.35], [2.34, 2.50, 6.79], [5.01, 3.44, 7.04], [4.94, 3.96, 5.35], [2.88, 4.62, 7.08], [2.53, 4.15, 5.41], [2.42, 2.33, 7.86], [1.30, 2.37, 6.50], [4.87, -1.99, 1.84], [4.48, -1.33, 0.92], [3.48, -1.74, 0.10], [3.25, -0.78, -0.95], [3.81, 0.53, -0.41], [4.95, 0.05, 0.48], [3.77, -1.12, -1.84], [2.18, -0.76, -1.15], [4.12, 1.21, -1.21], [3.06, 1.04, 0.19], [5.88, -0.08, -0.07], [5.15, 0.66, 1.35], [2.62, -1.51, -5.48], [1.99, -2.21, -4.74], [1.59, -1.78, -3.52], [0.93, -2.84, -2.80], [0.45, -3.81, -3.88], [1.51, -3.63, -4.95], [1.66, -3.31, -2.13], [0.14, -2.40, -2.21], [0.34, -4.83, -3.51], [-0.52, -3.48, -4.25], [2.37, -4.29, -4.80], [1.16, -3.76, -5.98]],
  "lumo_energy_ev": 0.47,
  "e_tot_ev": -65595.822
}

(4)
{
  "formula": "C22H35GeN2O3PdS",
  "method": "ωB97M-V/def2-TZVPD",
  "elements": ["Pd", "C", "C", "C", "C", "O", "Ge", "O", "C", "C", "C", "C", "O", "C", "C", "C", "C", "H", "H", "H", "H", "H", "H", "H", "H", "H", "H", "H", "H", "H", "H", "H", "H", "H", "H", "H", "H", "H", "H", "H", "H", "H", "H", "H", "S", "C", "C", "C", "N", "C", "C", "C", "C", "C", "N", "C", "C", "H", "H", "H", "H", "H", "H", "H", "H"],
  "positions_angstrom": [[0.40, 0.20, 0.13], [-0.98, 2.29, 1.97], [-2.18, 1.40, 1.66], [-2.70, 0.70, 2.90], [-3.27, 2.16, 0.93], [-1.70, 0.31, 0.76], [-2.03, 0.17, -1.02], [-0.83, -1.18, -1.15], [-1.16, -2.61, -0.88], [-0.59, -3.39, -2.05], [-0.50, -2.99, 0.43], [-2.67, -2.72, -0.80], [-0.73, 1.39, -1.34], [-0.14, 1.74, -2.67], [-0.07, 3.25, -2.70], [-1.07, 1.19, -3.74], [1.23, 1.09, -2.72], [-1.29, 3.11, 2.62], [-0.58, 2.74, 1.06], [-0.21, 1.73, 2.50], [-3.02, 1.43, 3.64], [-1.93, 0.07, 3.35], [-3.56, 0.07, 2.66], [-3.69, 2.93, 1.57], [-4.10, 1.49, 0.66], [-2.88, 2.66, 0.04], [0.48, -3.23, -2.14], [-1.07, -3.10, -2.99], [-0.77, -4.46, -1.90], [0.58, -2.90, 0.37], [-0.74, -4.03, 0.67], [-0.87, -2.37, 1.26], [-3.14, -2.40, -1.74], [-3.07, -2.14, 0.04], [-2.98, -3.76, -0.64], [-1.06, 3.69, -2.64], [0.39, 3.58, -3.63], [0.54, 3.63, -1.87], [-2.07, 1.62, -3.65], [-1.12, 0.09, -3.70], [-0.70, 1.45, -4.73], [1.89, 1.50, -1.94], [1.70, 1.31, -3.68], [1.16, 0.00, -2.64], [5.57, -2.49, 3.40], [4.21, -1.72, 2.55], [3.03, -1.41, 3.22], [1.99, -0.84, 2.53], [2.07, -0.55, 1.22], [3.20, -0.86, 0.56], [4.29, -1.43, 1.19], [6.62, -1.04, 3.50], [6.51, -0.17, 4.57], [7.35, 0.94, 4.59], [8.24, 1.21, 3.64], [8.35, 0.35, 2.64], [7.57, -0.79, 2.51], [2.93, -1.62, 4.28], [1.06, -0.59, 3.03], [3.24, -0.62, -0.49], [5.18, -1.66, 0.63], [5.81, -0.35, 5.37], [7.30, 1.65, 5.41], [9.11, 0.57, 1.89], [7.71, -1.48, 1.69]],
  "total_charge": 2,
  "s_squared": 3.759,
  "lumo_energy_ev": [-5.74, -9.64],
  "e_tot_ev": -103319.355,
  "spin_multiplicity": 4
}